A.
An isolated molecule of C11H14Si, computed with ωB97M-V/def2-TZVPD.

Atoms and positions in Å:
C (-0.574, 2.429, 0.181)
C (-0.311, 1.130, 0.045)
C (1.034, 0.541, 0.008)
C (2.204, 1.285, -0.113)
C (3.440, 0.664, -0.119)
C (3.524, -0.713, 0.007)
C (2.369, -1.465, 0.126)
C (1.123, -0.856, 0.118)
C (-0.127, -1.667, 0.225)
Si (-1.629, -0.232, -0.022)
C (-2.475, -0.375, -1.723)
C (-2.878, -0.206, 1.411)
H (-1.586, 2.792, 0.239)
H (0.187, 3.191, 0.255)
H (2.151, 2.360, -0.212)
H (4.339, 1.255, -0.216)
H (4.487, -1.204, 0.010)
H (2.430, -2.540, 0.236)
H (-0.156, -2.438, -0.541)
H (-0.201, -2.151, 1.198)
H (-2.908, -1.360, -1.863)
H (-3.270, 0.357, -1.829)
H (-1.764, -0.207, -2.526)
H (-3.682, 0.493, 1.198)
H (-3.323, -1.183, 1.569)
H (-2.407, 0.099, 2.339)

Computed properties:
- gap between HOMO and LUMO (eV) = 9.13
- SMILES string = C=C1c2ccccc2C[Si]1(C)C
- LUMO energy (eV) = 0.769



B.
An isolated molecule of C11H14Si, computed with ωB97M-V/def2-TZVPD.

Atoms and positions in Å:
C (2.463, 0.203, -2.546)
C (2.163, -0.577, -1.528)
C (2.786, -1.864, -1.354)
C (1.269, -0.115, -0.376)
C (1.613, 1.320, 0.088)
Si (-0.160, 0.975, -0.710)
C (-1.610, 0.578, 0.454)
C (-2.961, 0.670, 0.219)
C (-3.924, 0.274, 1.101)
C (-3.479, -0.169, 2.359)
C (-2.084, -0.297, 2.649)
C (-1.165, 0.196, 1.723)
H (2.100, 1.247, -2.525)
H (3.166, -0.008, -3.378)
H (2.167, -2.801, -1.302)
H (3.454, -1.890, -0.508)
H (3.364, -2.268, -2.180)
H (1.136, -0.775, 0.401)
H (1.855, 1.557, 1.100)
H (2.369, 1.673, -0.562)
H (-0.274, 1.748, -1.990)
H (-3.365, 1.000, -0.664)
H (-4.913, 0.183, 0.846)
H (-4.186, -0.359, 3.115)
H (-1.736, -0.804, 3.642)
H (-0.049, 0.304, 1.927)

Computed properties:
- gap between HOMO and LUMO (eV) = 9.09
- SMILES string = C=C(C)[C@H]1C[Si@@H]1c1ccccc1
- LUMO energy (eV) = 0.813



Most stable = A



A.
A 2-piece molecular cluster, C2H5O2 overall, computed with ωB97M-V/def2-TZVPD.

Atoms and positions in Å:
O (0.285, -1.015, 2.269)
H (0.062, -0.117, 1.943)
O (-0.298, 1.202, 0.483)
C (-0.594, 0.483, -0.515)
C (0.026, 0.453, -1.744)
H (-1.457, -0.193, -0.385)
H (1.121, 0.475, -1.771)
H (-0.390, -0.261, -2.454)
H (1.245, -1.027, 2.174)

Computed properties:
- gap between HOMO and LUMO (eV) = 6.89
- charge = -1
- LUMO energy (eV) = 4.510



B.
A 2-piece molecular cluster, C2H5O2 overall, computed with ωB97M-V/def2-TZVPD.

Atoms and positions in Å:
O (1.911, -0.387, -0.883)
H (0.909, -0.125, -0.795)
O (-0.703, 0.099, 1.950)
C (-0.957, -0.411, 0.817)
C (-0.674, 0.357, -0.241)
H (-1.632, -1.354, 0.896)
H (0.047, 1.237, -0.074)
H (-1.208, 0.270, -1.307)
H (2.306, 0.315, -0.361)

Computed properties:
- gap between HOMO and LUMO (eV) = 7.19
- charge = -1
- LUMO energy (eV) = 4.743



Most stable = A